A 2-piece molecular cluster, C3H10OS overall at a distorted geometry, computed with ωB97M-V with the def2-TZVPD basis set.

Output
highest occupied orbital energy (spin up / spin down) = -14.3 / -14.3 eV
LUMO (spin up / spin down) = -3.641 / -8.846 eV
total charge = +1
multiplicity = 2
ΔE to the lowest compared entry with this formula, charge and spin = 186.7 kJ/mol

Geometry (Å):
H -0.10202 0.93841 -1.30008
C 2.35740 -1.04261 -0.29600
H 2.20457 -0.77743 -1.33474
H -3.39101 -0.65546 1.08380
H 0.56904 1.94359 0.20279
O -1.83958 -0.34969 -0.25321
H 2.20344 -2.25858 -0.18082
H 3.36289 -0.67949 -0.07030
C 0.69590 1.09032 -0.44018
H -1.03445 -0.75962 0.10817
H -1.97226 0.51528 1.58751
C -2.60327 0.17000 0.77790
S 1.00868 -0.33653 0.62017
H -3.09014 1.09229 0.53385
H 1.63081 1.10953 -1.03887

Cartesian forces, eV/Å:
0.951 0.101 2.282
-0.887 -3.569 -0.188
-0.204 -0.151 -0.303
1.478 1.957 -0.103
-0.424 0.437 -0.032
1.156 -0.147 -1.288
0.879 3.130 -0.157
-0.139 -0.149 0.730
0.402 -0.961 -2.306
-0.956 -0.248 -0.144
0.141 -0.476 0.777
-1.849 -1.668 1.685
0.449 0.759 -0.608
-0.592 0.253 -0.920
-0.403 0.731 0.575

***

C24H68N4O16SZn as an isolated structure at a distorted geometry, computed with ωB97M-V with the def2-TZVPD basis set.

Output
highest occupied orbital energy = -9.0 eV
LUMO = -0.142 eV
ΔE to the lowest compared entry with this formula, charge and spin = 0.0 kJ/mol

Geometry (Å):
H 2.66096 -2.72234 -3.33189
H -1.65068 0.86431 5.79193
C 3.46907 -2.09049 -2.95343
H -5.97765 -1.33793 1.15698
Zn -1.26699 -0.39675 0.72529
H -2.25064 0.07958 3.78978
C -0.67879 -4.74095 -0.09040
H 0.99690 2.77803 -2.97876
O -2.06269 1.54658 1.65395
C -0.93024 -3.94220 2.39933
O -2.31606 -0.37688 -3.84439
H -5.02218 -2.65095 1.71572
H 4.36475 -2.38243 -3.52463
C -5.29777 1.63764 -1.16466
C 5.99150 -0.04240 -0.24586
H 2.63654 1.49808 -4.05655
N 2.11035 1.16157 2.33127
O 2.93897 -2.18148 -0.56633
O -1.19933 0.15988 -1.21826
H 2.28147 2.13756 2.07725
H 6.37169 0.98537 -0.26607
H 0.02765 1.39166 5.40588
H -0.83561 -2.53460 -0.74359
O -1.19685 4.67586 -1.75607
H 3.10275 -0.94560 3.94766
H -5.74801 -2.91910 0.21566
O 5.25332 -0.19642 0.96119
H -3.34963 -1.62373 1.84944
H 2.47121 -0.38968 -2.76418
C 4.14221 0.66272 1.03692
H -5.94786 1.49493 -2.03622
C 3.49585 0.63370 2.42893
H 6.83592 -0.72485 -0.26878
H 4.85554 -1.97593 -1.34840
H -0.85369 -3.33888 -4.41840
S 0.10366 0.83262 -1.15657
O 3.32185 -0.72622 -3.15801
C -0.81610 5.60841 -0.76570
C 0.67442 5.44108 -0.45207
H 1.21888 5.42808 -1.40352
H -3.71144 2.89613 1.36790
O -0.25049 -2.29225 -2.85114
C -1.28170 -3.19845 4.59576
O 0.13732 2.24014 -1.51352
H -2.85229 -1.84210 -4.99152
H 5.35286 -0.16123 -1.11998
H -0.20269 -3.07118 4.74233
H -1.02793 6.60127 -1.16409
N -3.25765 -0.84829 1.18980
H -2.86896 2.44260 -0.07396
H 3.54989 2.40707 -2.09724
H -1.48212 -4.21136 4.95591
H -4.38619 2.08833 -1.58514
O 0.40619 0.53006 0.24981
C -4.48552 -0.54608 -0.98351
C -5.30169 -2.11286 0.80021
O -1.59303 -2.99579 3.22476
H 3.02931 2.76772 -5.04835
H -1.37233 -4.92496 2.56447
H -3.58911 -0.23717 -1.53146
C -0.81750 -2.27848 -4.14783
C 3.38965 -0.83980 2.89361
C -1.56642 1.93535 2.93549
O 1.04243 0.06589 -1.98656
C -4.07463 -1.52365 0.11177
H 2.61639 -1.29262 -0.77350
O -5.08756 0.56470 -0.32028
H -3.75896 -0.14754 1.73040
C 3.92717 -2.51762 -1.55015
H 0.67884 3.55016 -0.46547
H -1.15527 -4.56197 -1.05582
O 0.95838 4.20376 0.19944
H -0.71905 3.83733 -1.66270
H 1.69440 0.76868 1.46831
O 1.27170 3.09019 -3.86569
H -2.09179 3.49659 1.13031
H 4.38621 -1.28524 2.93758
H -2.79709 -2.30055 -3.27783
N -0.71965 -2.39963 0.26519
H 0.39160 -4.82580 -0.28930
H -0.27825 -1.16137 3.22685
H -0.50791 -0.21929 5.51977
H 3.39794 0.51793 0.24354
H -0.66020 2.54360 2.88968
C -0.80254 0.75414 5.10569
H -5.11628 -0.98406 -1.76122
H 0.19705 -1.43958 -2.66777
H 4.46141 1.70035 0.84236
H 4.10456 1.20417 3.12815
C -2.26263 -1.76217 -4.07466
H 0.43189 0.23472 2.82826
H -0.94584 -5.79222 0.07708
H -2.34681 2.47708 3.47307
C 2.56566 2.59355 -4.07681
H -5.71157 2.48687 -0.61198
C 3.56036 3.01015 -3.01082
H 2.69970 -1.49154 2.35960
H -2.26011 -3.68070 0.87267
H 5.53997 3.52493 -3.07272
H -0.18610 -1.68271 -4.80980
H 0.30549 -2.49690 0.24695
O 4.87565 3.05443 -3.57323
H -1.86118 -0.09974 -3.03714
H -1.85735 -2.44921 5.13119
H 1.05888 6.30492 0.09306
N -0.47351 -0.25329 2.83209
H -3.42669 -2.30708 -0.28075
C -1.16310 -3.68011 0.91941
H -1.36499 5.46593 0.17428
H 3.44204 4.03341 -2.62973
C -2.72317 2.61522 0.98809
C -1.29298 0.60153 3.66877
H 4.13746 -3.58589 -1.52510
H 0.15716 -3.88626 2.52875

Cartesian forces, eV/Å:
-0.391 0.259 0.186
-0.061 0.993 -0.243
1.749 -1.478 -0.135
-0.279 -0.017 -0.542
-0.672 -0.705 1.737
-0.157 0.188 -0.226
-0.305 -1.576 0.011
-0.022 0.115 -0.726
-0.435 0.596 0.033
0.733 0.746 -0.993
-0.149 0.739 0.012
0.303 0.049 0.009
-0.269 0.065 -0.417
0.060 2.161 -0.836
-0.347 1.037 0.451
-0.655 -0.151 0.053
1.225 0.748 -0.326
-0.002 -0.352 0.144
-2.778 0.423 -1.842
-0.748 0.120 0.099
0.197 0.020 -0.178
-0.165 0.468 -0.621
-0.600 0.194 -0.138
-0.509 0.058 -0.071
-0.375 0.595 -0.004
-0.486 0.516 -0.292
0.034 -0.402 -0.216
1.193 0.121 0.420
0.928 -0.390 -0.460
0.499 1.059 0.022
-0.145 -0.636 0.231
-1.120 -2.280 -0.616
-0.146 -0.204 0.151
-0.079 -0.252 0.138
0.132 0.166 -0.513
1.848 -1.501 -0.871
-0.979 0.753 0.645
0.909 -0.553 0.110
0.074 0.309 -0.688
-0.098 0.217 -0.142
-0.016 -0.543 0.521
0.359 0.378 0.652
0.420 0.075 -0.315
-0.460 -0.070 0.318
0.373 -0.617 -0.133
0.003 -0.072 -0.117
-0.011 0.315 0.168
0.047 0.033 0.061
-0.549 -1.595 -0.021
0.465 -0.441 -0.006
-0.155 -0.534 -0.215
-0.456 -0.004 -0.154
0.302 -0.570 0.028
1.823 1.304 1.487
1.008 0.366 0.196
0.362 -0.979 0.479
0.002 -0.387 -0.356
-0.614 1.005 -0.140
0.476 -0.282 0.259
0.030 0.293 0.145
-0.850 -0.507 0.381
0.872 0.076 1.392
-0.127 -1.377 0.379
-0.013 0.261 -0.405
-0.965 0.883 0.487
0.050 -0.073 -0.025
0.029 -0.925 -0.187
-0.235 0.543 -0.884
-0.899 1.192 -0.283
0.393 -0.322 0.615
0.095 0.387 0.000
-0.401 0.532 -0.014
-0.337 0.231 0.030
0.351 0.336 0.573
0.245 0.009 0.055
-0.040 0.126 -0.406
-0.085 -0.151 -0.618
0.123 -0.207 -0.008
1.184 -0.584 0.845
0.139 0.715 0.325
-0.420 -0.114 0.333
0.378 -0.279 -0.656
-0.067 -0.682 0.030
0.039 0.048 -0.356
-0.287 -1.103 1.366
-0.426 -0.175 0.314
-0.152 -0.249 -0.051
0.198 0.079 0.067
-0.162 0.040 0.110
0.257 0.647 -0.015
0.204 -0.223 -0.419
-0.296 0.198 0.692
0.026 0.116 0.064
1.178 -1.417 0.538
-0.259 -0.407 0.305
1.338 2.008 0.988
0.137 0.272 -0.613
-0.013 0.057 -0.313
-0.369 0.127 0.527
-0.240 -0.120 -0.256
0.056 0.579 0.382
0.184 -1.148 -1.131
0.082 -0.360 0.156
0.097 -0.114 0.279
-0.027 -0.298 0.479
0.910 0.697 -0.619
-0.104 0.033 -0.213
-1.331 -0.032 -1.665
-0.182 0.040 -0.049
-1.009 0.029 -0.236
0.389 1.185 -0.020
-0.762 -0.014 0.733
-0.258 -0.053 0.112
0.046 -0.404 0.669

***

One molecule with the formula C3H6N2S2 at a distorted geometry, computed with ωB97M-V with the def2-TZVPD basis set.

Output
highest occupied orbital energy = -9.0 eV
LUMO = -0.426 eV
ΔE to the lowest compared entry with this formula, charge and spin = 108.5 kJ/mol

Geometry (Å):
N -0.37069 0.93245 0.28199
H 0.42780 -1.71542 -0.61654
S -0.10548 0.20081 1.77182
C -0.66388 0.24409 -0.88774
N -0.99636 0.79936 -1.99458
C -0.60545 -1.27319 -0.82918
H -0.94406 -1.66327 -1.78468
H 2.07260 0.52888 0.92734
C 1.61860 0.16639 1.86136
S 2.55307 -0.35066 3.07250
H -1.11362 1.84612 -1.94562
H -1.28448 -1.63303 -0.07348
H -0.58804 1.91746 0.21681

Cartesian forces, eV/Å:
-0.068 0.021 -0.091
-1.326 0.836 -0.158
-0.159 0.263 0.229
-0.114 -0.527 -1.189
-0.161 0.804 0.726
1.316 -0.196 -0.192
0.079 0.140 -0.064
-0.213 0.000 0.203
0.725 0.072 -0.484
-0.458 0.020 -0.024
0.373 -1.274 0.159
-0.160 -0.174 0.415
0.168 0.014 0.469

***

Look up the ΔE to the lowest compared entry with this formula, charge and spin of the first one.
186.7 kJ/mol

***

The lowest ΔE to the lowest compared entry with this formula, charge and spin belongs to which entry?
C24H68N4O16SZn

***

What is the ΔE to the lowest compared entry with this formula, charge and spin in the second record?
0.0 kJ/mol

***

Look up the ΔE to the lowest compared entry with this formula, charge and spin of the third one.
108.5 kJ/mol